No. 1
DFT (ωB97M-V/def2-TZVPD) results for a structure of composition C28H43IIrN8O.

Structure (ORCA input):
```
! RIJCOSX wB97M-V def2-TZVPD def2/J DEFGRID3
* xyz 4 2
Ir -0.9129 0.4749 -0.3551
C -2.6773 -3.0348 -2.1716
N -2.2822 -2.1572 -1.0484
C -2.9105 -0.8672 -0.9971
C -1.2581 -2.4723 -0.2219
N -0.5919 -1.4048 0.3361
C 0.2600 -1.4362 1.4085
C 0.3770 -2.4628 2.3612
C 1.3835 -2.4183 3.2875
C 2.3405 -1.3611 3.2728
C 2.1839 -0.2914 2.4423
C 1.0765 -0.2395 1.5605
N 0.7317 0.8540 0.8102
C 1.2967 2.1087 1.1429
N 1.3179 2.5075 2.4103
C 2.4045 3.3452 2.9569
C 0.3710 2.0579 3.4311
N 1.7921 2.8868 0.1906
C 1.8306 4.3561 0.3052
C 2.3211 2.4086 -1.0822
N -0.9243 -3.7417 -0.0383
C 0.4653 -4.2118 0.0250
C -1.9279 -4.8245 -0.0134
H -2.8484 -2.4106 -3.0477
H -3.5897 -3.5855 -1.9510
H -1.8702 -3.7251 -2.3950
H -3.7215 -0.8274 -1.7265
H -2.2872 0.0038 -1.4816
H -3.3372 -0.6105 -0.0356
H -0.3253 -3.2828 2.3608
H 1.4746 -3.2028 4.0281
H 3.1821 -1.4013 3.9525
H 2.8979 0.5201 2.4708
H 3.2409 3.3856 2.2666
H 2.7363 2.8752 3.8833
H 2.0588 4.3511 3.1894
H -0.4676 1.5503 2.9707
H 0.0074 2.9359 3.9652
H 0.8656 1.4026 4.1488
H 1.1452 4.6960 1.0757
H 1.5193 4.7657 -0.6555
H 2.8367 4.7123 0.5197
H 2.4946 1.3381 -1.0513
H 3.2807 2.8930 -1.2630
H 1.6500 2.6981 -1.8996
H 1.1575 -3.3905 -0.1289
H 0.5985 -4.9364 -0.7787
H 0.6682 -4.7115 0.9711
H -2.9279 -4.4170 0.0997
H -1.7068 -5.4485 0.8522
H -1.8685 -5.4448 -0.9064
C -2.6377 -0.0216 2.4003
O -2.1314 0.8941 1.3657
H -3.5413 0.4065 2.8250
H -1.8747 -0.1242 3.1656
H -2.8545 -0.9899 1.9561
H -2.7661 1.6111 1.2336
N 0.2375 0.0842 -2.0463
C 1.0201 -1.1590 -2.2161
C 2.2150 -1.3407 -1.5346
C 3.0004 -2.4461 -1.8350
C 2.5844 -3.3652 -2.7916
C 1.3767 -3.1821 -3.4502
C 0.5901 -2.0701 -3.1665
H -0.3642 0.1353 -2.8680
H 0.8800 0.8667 -2.1592
H 2.5630 -0.6301 -0.7962
H 3.9509 -2.5787 -1.3349
H 3.2130 -4.2103 -3.0391
H 1.0630 -3.8792 -4.2163
H -0.3169 -1.8936 -3.7371
I -2.5344 4.1957 -4.7376
C -2.0462 3.9395 -2.7451
C -2.0975 4.9876 -1.8274
C -1.7580 4.7398 -0.5053
C -1.3718 3.4692 -0.1273
N -1.3250 2.4441 -0.9995
C -1.6641 2.6890 -2.2806
H -2.4038 5.9785 -2.1390
H -1.7972 5.5307 0.2322
H -1.0917 3.2558 0.8974
H -1.6486 1.8541 -2.9695
*
```

Summary:
* highest occupied orbital energy (spin up / spin down): -18.75 / -18.75 eV
* max |F|: 0.18 eV/A
* <S²>: 0.767
* orbital gap (spin up / spin down): 0.257 / 0.178 Eh

Atom charges from the Löwdin analysis, given in e for atoms 1 to 8: atom 1 (Ir): 1.363, atom 2 (C): 0.012, atom 3 (N): -0.095, atom 4 (C): -0.042, atom 5 (C): -0.304, atom 6 (N): -0.002, atom 7 (C): -0.183, atom 8 (C): -0.008


No. 2
DFT (ωB97M-V/def2-TZVPD) results for the molecule C6H8OS in a non-equilibrium geometry.

Structure (ORCA input):
```
! RIJCOSX wB97M-V def2-TZVPD def2/J DEFGRID3
* xyz 0 1
C -0.9235 -0.3007 0.6401
C 0.1299 0.4116 -1.4025
C -1.1094 0.2393 -0.6257
C 1.3240 -0.5988 0.7573
C -2.3881 0.4815 -1.3844
C 1.8956 -0.7039 2.0710
O 2.7194 0.4058 -1.2275
S 1.5336 0.5792 -0.3829
H -1.3940 -0.9049 1.3502
H 0.0567 0.6781 -2.4947
H -2.5399 1.5601 -1.0940
H -3.2556 -0.1554 -1.1540
H -2.3497 0.3554 -2.4738
H 2.9695 -0.7751 1.9176
H 1.4382 -1.5205 2.6818
H 1.8932 0.2482 2.8214
*
```

Summary:
* highest occupied orbital energy (spin up / spin down): -8.10 / -8.39 eV
* max |F|: 5.37 eV/A
* orbital gap (spin up / spin down): 0.260 / 0.278 Eh

Atom charges from the natural (NBO) analysis, given in e for atoms 1 to 8: atom 1 (C): -0.099, atom 2 (C): -0.408, atom 3 (C): -0.138, atom 4 (C): -0.233, atom 5 (C): -0.647, atom 6 (C): -0.736, atom 7 (O): -0.962, atom 8 (S): 1.367


No. 3
DFT (ωB97M-V/def2-TZVPD) results for the molecule C3H7N3O in a non-equilibrium geometry.

Structure (ORCA input):
```
! RIJCOSX wB97M-V def2-TZVPD def2/J DEFGRID3
* xyz 0 1
H -4.0562 -0.3325 -0.5559
N -3.2842 -0.1366 0.0710
C -2.1890 -0.2019 -0.5640
N -1.0157 0.0231 0.1033
C 0.2068 -0.0018 -0.5314
O 0.3884 -0.1002 -1.7302
N 1.1956 0.1291 0.3604
C 2.6215 0.0731 0.0750
H -2.0173 -0.4290 -1.6196
H -1.0761 0.2267 1.0924
H 1.0672 -0.0074 1.3501
H 2.9197 0.3233 -0.9374
H 2.8728 -1.0208 0.1494
H 2.3184 1.1194 0.5893
*
```

Summary:
* highest occupied orbital energy: -9.41 eV
* max |F|: 4.75 eV/A
* SMILES: [H]/N=C/NC(=O)NC
* orbital gap: 0.368 Eh

Atom charges from the natural (NBO) analysis, given in e for atoms 1 to 8: atom 1 (H): 0.345, atom 2 (N): -0.691, atom 3 (C): 0.279, atom 4 (N): -0.642, atom 5 (C): 0.775, atom 6 (O): -0.637, atom 7 (N): -0.646, atom 8 (C): -0.546


No. 4
DFT (ωB97M-V/def2-TZVPD) results for a cluster of 9 separate species, C18H48B2F14N6O6P in total in a non-equilibrium geometry.

Structure (ORCA input):
```
! RIJCOSX wB97M-V def2-TZVPD def2/J DEFGRID3
* xyz 3 1
C -0.2136 0.2911 2.4333
C 0.2063 0.6848 1.0349
O 0.0005 1.7154 0.4802
N 1.1286 -0.2953 0.3407
H 1.7484 0.2479 -0.3081
H 1.6943 -0.7190 1.1361
C 0.3812 -1.3947 -0.3697
H 0.7291 0.0343 2.9049
H -0.9303 -0.5222 2.3448
H -0.6134 1.1854 2.9070
H 1.2001 -1.9860 -0.7612
H -0.2553 -0.9670 -1.1391
H -0.2380 -1.9770 0.3074
C 2.6258 4.5514 0.4410
C 3.5298 3.3740 0.5516
O 3.1841 2.3617 1.0339
N 4.9052 3.5612 -0.0415
H 4.8330 4.1096 -0.9041
H 5.4575 4.1220 0.6154
C 5.6777 2.2801 -0.3796
H 1.7106 4.3491 0.9918
H 2.2964 4.8638 -0.5514
H 3.0550 5.4456 0.9106
H 6.6279 2.6189 -0.7850
H 5.1608 1.8045 -1.2104
H 5.7087 1.7592 0.5687
C -2.6530 -3.7139 -2.9694
C -3.0921 -3.4023 -1.5734
O -2.9042 -2.3877 -0.9921
N -3.5175 -4.6407 -0.7677
H -3.5466 -5.4888 -1.3465
H -2.7610 -4.8706 -0.1091
C -4.8196 -4.4584 -0.0558
H -3.4398 -4.2472 -3.5193
H -1.7502 -4.3258 -2.9080
H -2.5736 -2.7931 -3.5393
H -5.6289 -4.5045 -0.7748
H -4.7828 -3.4792 0.4139
H -4.8872 -5.2049 0.7286
C -2.7058 3.7780 -0.0710
C -3.8715 4.6718 0.2511
O -3.8839 5.8395 0.1108
N -5.1880 4.0062 0.6617
H -5.7557 3.7225 -0.1404
H -4.9472 3.1545 1.1762
C -6.0048 4.8945 1.5777
H -1.9808 4.3716 -0.6128
H -2.9752 2.9153 -0.6855
H -2.3209 3.3750 0.8707
H -5.3648 5.4100 2.2814
H -6.8120 4.3166 2.0148
H -6.4631 5.6235 0.9122
C -1.6360 -2.6927 6.0258
C -0.2775 -2.1683 6.3937
O 0.6284 -1.9864 5.6799
N 0.0094 -1.9758 7.8954
H 0.3345 -1.0024 7.9704
H -0.8866 -1.9164 8.3904
C 0.9648 -3.0029 8.4634
H -2.4146 -2.2286 6.6305
H -1.6102 -3.7679 6.2280
H -1.7602 -2.5434 4.9608
H 1.4577 -2.6192 9.3511
H 1.7238 -3.1168 7.6926
H 0.3638 -3.8762 8.6833
C -0.5286 1.6273 -4.7468
C -0.6001 0.8049 -5.9917
O -1.1158 -0.2379 -6.1094
N 0.0783 1.4349 -7.2181
H -0.0024 2.4540 -7.1739
H 1.0818 1.2349 -7.0953
C -0.5131 0.9051 -8.4863
H -1.3246 2.3770 -4.8081
H 0.4072 2.1909 -4.6756
H -0.5516 0.9733 -3.8839
H -0.2179 -0.1269 -8.6167
H -0.2038 1.4966 -9.3453
H -1.5853 1.0505 -8.4015
P 3.3668 -4.0597 -2.3357
F 2.0977 -4.4937 -1.3821
F 3.3404 -2.5684 -1.6576
F 4.4079 -4.5557 -1.2304
F 4.5737 -3.5982 -3.2887
F 3.3230 -5.5240 -2.9868
F 2.2894 -3.5259 -3.4421
B 3.3376 -1.1049 3.5486
F 4.3163 -0.2786 3.0255
F 2.2163 -1.1203 2.6010
F 3.8108 -2.3929 3.7392
F 2.7457 -0.6308 4.7444
B 2.6383 1.2978 -2.5069
F 1.8612 2.4710 -2.3443
F 2.0032 0.4373 -3.4056
F 3.8787 1.6996 -3.0517
F 2.9915 0.5991 -1.3253
*
```

Summary:
* highest occupied orbital energy: -14.55 eV
* max |F|: 2.12 eV/A
* orbital gap: 0.269 Eh

Atom charges from the Löwdin analysis, given in e for atoms 1 to 8: atom 1 (C): 0.038, atom 2 (C): -0.398, atom 3 (O): 0.128, atom 4 (N): 0.100, atom 5 (H): 0.128, atom 6 (H): 0.143, atom 7 (C): 0.033, atom 8 (H): 0.077


No. 5
DFT (ωB97M-V/def2-TZVPD) results for a cluster of 2 separate species, CH3Cl2O2PS in total in a non-equilibrium geometry.

Structure (ORCA input):
```
! RIJCOSX wB97M-V def2-TZVPD def2/J DEFGRID3
* xyz 0 1
C 1.1399 -0.1194 -1.6165
O -0.6780 1.1430 0.0098
O -3.5994 0.0224 -0.4309
P -4.8897 -0.0712 0.5413
S 0.7449 1.1023 -0.5116
Cl -5.9538 -1.5045 -0.5113
Cl -5.9667 1.5611 0.0271
H 2.1444 -0.2328 -2.0602
H -2.8431 0.5495 -0.3086
H 0.3256 -0.8461 -1.9538
*
```

Summary:
* highest occupied orbital energy (spin up / spin down): -9.50 / -9.50 eV
* max |F|: 2.90 eV/A
* orbital gap (spin up / spin down): 0.312 / 0.312 Eh

Atom charges from the natural (NBO) analysis, given in e for atoms 1 to 8: atom 1 (C): -0.696, atom 2 (O): -0.912, atom 3 (O): -1.025, atom 4 (P): 1.114, atom 5 (S): 1.120, atom 6 (Cl): -0.317, atom 7 (Cl): -0.314, atom 8 (H): 0.247


No. 6
DFT (ωB97M-V/def2-TZVPD) results for a cluster of 2 separate species, C2H3F3O in total in a non-equilibrium geometry.

Structure (ORCA input):
```
! RIJCOSX wB97M-V def2-TZVPD def2/J DEFGRID3
* xyz 0 1
C 0.4388 -0.4187 -0.2354
C -0.8537 0.3855 -0.0440
H 2.0585 -0.2323 0.8321
H 0.2754 -1.1402 0.8039
H 0.5425 -1.0635 -1.1756
O 1.4272 0.6775 0.0381
F -0.7757 1.6641 -0.7484
F -1.4217 0.6165 1.1671
F -1.6913 -0.4890 -0.6378
*
```

Summary:
* highest occupied orbital energy: -11.35 eV
* max |F|: 8.33 eV/A
* orbital gap: 0.403 Eh

Atom charges from the natural (NBO) analysis, given in e for atoms 1 to 8: atom 1 (C): -0.182, atom 2 (C): 0.956, atom 3 (H): 0.459, atom 4 (H): 0.184, atom 5 (H): 0.238, atom 6 (O): -0.664, atom 7 (F): -0.348, atom 8 (F): -0.308


Relative energy (zero: lowest compared OMol25 entry of this formula, charge and spin) (computed, eV): 0.000 7.822 2.961 3.083 0.909 3.810